{"formula": "C11H11NO3", "method": "the ωB97M-V functional and the def2-TZVPD basis", "elements": ["C", "C", "C", "C", "C", "C", "C", "C", "C", "C", "C", "N", "O", "O", "O", "H", "H", "H", "H", "H", "H", "H", "H", "H", "H", "H"], "xyz": [[1.666688, -1.051197, -2.299893], [0.475757, -0.370390, -2.506438], [2.393930, -0.657381, -1.190613], [-0.030261, 0.533069, -1.584787], [1.989087, 0.319216, -0.305378], [0.762132, 1.049343, -0.585501], [-1.590939, -0.869558, 1.430073], [0.849156, 1.901832, 1.608268], [0.331426, 2.052852, 0.400495], [-0.892389, 2.828541, 0.090382], [-1.081057, -3.206565, 1.549573], [-2.309931, 0.093952, 1.489633], [1.431262, 1.758450, 2.618397], [-2.913244, 1.090899, 1.767906], [-0.919420, -1.875315, 0.928031], [2.218955, -1.597768, -3.124645], [-0.153110, -0.605499, -3.403808], [3.323908, -1.281217, -1.007391], [-1.148368, 0.730028, -1.664547], [2.529876, 0.617580, 0.673895], [-0.598067, 3.823479, -0.120721], [-1.686898, 2.826190, 0.953823], [-1.440013, 2.424756, -0.857513], [-0.130446, -3.618422, 1.461941], [-1.849678, -3.819224, 1.004242], [-1.228356, -3.097651, 2.674578]], "forces_ev_per_angstrom": [[0.618, 1.234, -1.773], [-0.723, -1.366, -1.322], [2.074, -1.593, 1.340], [-1.948, 0.354, -0.595], [-0.601, 1.490, 0.514], [1.952, -1.953, 1.583], [-2.742, 3.173, 0.387], [0.809, 0.178, 0.791], [-0.488, -1.196, 0.074], [-3.083, -0.381, 0.383], [-1.521, 1.073, 1.183], [3.692, -5.166, -0.695], [-0.939, 0.259, -1.080], [-0.865, 1.209, 0.415], [-0.375, -0.197, 0.108], [-1.181, 0.226, 1.229], [0.601, 0.127, 0.966], [-0.994, 1.163, 0.048], [1.776, 0.318, -0.037], [-0.498, -0.799, -2.089], [-0.060, 1.231, -0.277], [1.606, 0.045, -1.705], [1.114, 0.733, 1.913], [1.564, -0.933, -0.511], [0.614, 0.856, 0.726], [-0.404, -0.087, -1.576]], "lowdin_charge": [-0.118, -0.107, -0.129, -0.079, -0.022, -0.189, -0.085, -0.133, -0.248, -0.059, -0.004, -0.094, 0.176, -0.025, -0.053, 0.123, 0.116, 0.120, 0.127, 0.135, 0.056, 0.104, 0.099, 0.058, 0.112, 0.120], "max_force_ev_per_a": 6.39, "de_lowest_kcal_mol": 162.4, "total_charge": 0, "homo_lumo_gap_ev": 8.329, "e_tot_ha": -706.00742, "smiles": "CC(=C=O)c1ccccc1.COC#[N+][O-]", "homo_energy_ha": -0.2907}


{"formula": "C10H16S", "method": "the ωB97M-V functional and the def2-TZVPD basis", "elements": ["C", "C", "C", "C", "C", "C", "C", "H", "H", "H", "H", "H", "H", "H", "H", "C", "C", "C", "S", "H", "H", "H", "H", "H", "H", "H", "H"], "xyz": [[-1.830324, -2.375905, 0.222247], [-2.018402, 1.275051, 0.232224], [-1.864224, -0.035471, -0.201169], [-1.791318, 1.598234, 1.557608], [-1.533210, -1.048786, 0.702752], [-1.528555, 0.544143, 2.422062], [-1.278909, -0.706778, 2.002729], [-2.168445, 2.144939, -0.405048], [-2.308340, -0.297247, -1.104514], [-1.915932, 2.618178, 1.974465], [-1.374275, 0.768036, 3.476635], [-2.658203, -2.688881, 0.994600], [-1.017137, -3.147898, 0.080464], [-0.903166, -1.420342, 2.782476], [-2.146492, -2.281848, -0.937921], [3.008128, -0.085948, -1.292550], [2.695298, -0.356416, -2.728828], [1.059872, 1.531241, 0.522614], [2.623087, 1.520332, -0.558094], [2.693921, -1.022693, -0.706417], [4.164753, 0.126245, -1.230465], [2.931838, -1.357098, -3.047726], [3.306739, 0.439451, -3.477040], [0.950487, 0.536409, 1.090662], [1.069661, 2.450161, 0.985974], [0.191780, 1.534013, -0.144330], [1.641370, -0.261123, -3.213412]], "forces_ev_per_angstrom": [[-1.058, -2.797, -1.925], [0.695, 1.227, 0.271], [-0.547, 0.925, 2.040], [-0.931, -0.009, 0.576], [0.020, 1.625, -1.659], [0.812, 2.315, 1.492], [0.780, -2.026, 1.467], [-0.384, -0.548, -0.443], [-0.094, -0.431, -1.766], [0.110, -0.750, -0.556], [-0.064, 0.005, -0.119], [1.307, -0.384, -2.142], [-0.631, 0.792, 1.042], [-0.666, 0.324, -1.024], [-0.086, -0.410, 2.894], [1.456, -0.728, 1.071], [-0.531, 2.800, -4.418], [0.189, -4.112, -2.832], [-1.030, 0.608, 0.949], [0.679, 1.642, -0.246], [-1.996, -1.349, -0.083], [0.728, -0.433, 0.131], [-1.374, -2.225, 2.042], [0.513, 2.002, -0.279], [0.315, 1.642, 1.684], [0.561, 0.086, 0.087], [1.226, 0.209, 1.747]], "lowdin_charge": [-0.076, -0.113, -0.061, -0.111, -0.344, -0.118, -0.094, 0.115, 0.084, 0.121, 0.111, 0.128, 0.086, 0.139, 0.120, -0.637, -0.236, -0.359, 0.763, 0.098, 0.077, 0.038, 0.126, 0.069, -0.008, -0.005, 0.086], "max_force_ev_per_a": 5.26, "de_lowest_kcal_mol": 67.5, "total_charge": 0, "homo_lumo_gap_ev": 8.905, "e_tot_ha": -788.71113, "smiles": "Cc1ccccc1.CCSC", "homo_energy_ha": -0.2983}


{"formula": "C50H59Br2IN4PYb", "method": "the ωB97M-V functional and the def2-TZVPD basis", "elements": ["Yb", "C", "C", "C", "C", "C", "C", "C", "C", "C", "C", "C", "C", "C", "C", "C", "C", "N", "C", "C", "C", "N", "C", "C", "C", "N", "C", "C", "C", "C", "C", "C", "C", "C", "C", "C", "C", "C", "N", "C", "C", "H", "H", "H", "H", "H", "H", "H", "H", "H", "H", "H", "H", "H", "H", "H", "H", "H", "H", "H", "H", "H", "H", "H", "H", "H", "H", "H", "H", "H", "H", "H", "H", "H", "H", "H", "H", "H", "H", "H", "H", "H", "H", "H", "H", "Br", "C", "Br", "H", "H", "I", "C", "P", "C", "C", "C", "C", "C", "C", "C", "C", "C", "C", "C", "C", "H", "H", "H", "H", "H", "H", "H", "H", "H", "H", "H", "H", "H"], "xyz": [[0.188548, 0.205010, 0.519740], [4.068384, -4.341099, 3.624264], [2.869825, -3.466517, 4.013773], [2.738023, -2.261292, 3.136694], [3.406641, -1.079326, 3.241844], [4.438391, -0.676448, 4.245977], [5.863865, -0.754153, 3.681202], [2.907048, -0.223205, 2.182186], [3.298020, 1.098122, 1.977031], [2.781254, 2.011042, 1.065585], [3.181697, 3.402183, 0.966340], [4.110644, 4.094547, 1.911923], [3.438878, 4.356916, 3.267749], [2.480439, 3.936211, -0.072455], [1.649581, 2.870331, -0.601737], [0.819273, 2.947725, -1.716069], [0.034302, 1.928316, -2.259879], [-0.126191, 0.690509, -1.714341], [-0.822401, -0.054320, -2.621852], [-1.050951, -1.420987, -2.531877], [-0.632994, -2.302005, -1.535406], [-0.001047, -1.935821, -0.383191], [0.300021, -3.079673, 0.291115], [1.068419, -3.144037, 1.456220], [1.851365, -2.132361, 1.994943], [1.965046, -0.883936, 1.460214], [-0.208412, -4.221921, -0.429999], [-0.772638, -3.740787, -1.578948], [-1.364772, -4.555774, -2.688618], [-2.848216, -4.886125, -2.482493], [-0.070758, -5.651299, -0.008225], [1.287161, -6.248787, -0.397575], [-1.196981, 0.769512, -3.753350], [-0.670529, 2.007069, -3.522795], [-0.715231, 3.216582, -4.403052], [0.525564, 3.315454, -5.300539], [-1.958473, 0.293535, -4.949564], [-1.050149, -0.405042, -5.971233], [1.827391, 1.736592, 0.132297], [2.521876, 5.352977, -0.554726], [3.698288, 5.619358, -1.501283], [4.129075, -5.224177, 4.262350], [3.983068, -4.666158, 2.586252], [4.997662, -3.781294, 3.725533], [1.958779, -4.064809, 3.958878], [2.979529, -3.140738, 5.050384], [4.236411, 0.344326, 4.577741], [4.365532, -1.324781, 5.121520], [5.961979, -0.141320, 2.784473], [6.588624, -0.409318, 4.420405], [6.114088, -1.779413, 3.408783], [4.080076, 1.473154, 2.625002], [5.009008, 3.490300, 2.062249], [4.432559, 5.044934, 1.482350], [3.073068, 3.430666, 3.711377], [4.143577, 4.824440, 3.957630], [2.583216, 5.021553, 3.146569], [0.839925, 3.880383, -2.269412], [-1.573805, -1.867945, -3.369085], [1.136247, -4.112483, 1.937417], [-1.249524, -4.029156, -3.638053], [-0.804247, -5.489738, -2.769815], [-3.442185, -3.975212, -2.406375], [-3.223463, -5.471588, -3.323344], [-2.999746, -5.465616, -1.570829], [-0.203860, -5.729671, 1.073370], [-0.865130, -6.238737, -0.473155], [2.101703, -5.678236, 0.049932], [1.359535, -7.284742, -0.063462], [1.418821, -6.225592, -1.480177], [-1.610173, 3.178452, -5.027288], [-0.788097, 4.116375, -3.787183], [0.606659, 2.429899, -5.930820], [0.473870, 4.193675, -5.946046], [1.431637, 3.374941, -4.696368], [-2.745992, -0.394566, -4.634752], [-2.445633, 1.146515, -5.426776], [-0.523235, -1.240309, -5.508298], [-1.635127, -0.784261, -6.810986], [-0.301489, 0.283372, -6.362987], [1.589099, 5.604305, -1.064887], [2.597022, 6.009641, 0.314118], [3.611698, 5.014019, -2.404579], [3.728947, 6.672305, -1.785402], [4.640823, 5.365392, -1.015306], [-0.460288, 5.147389, 2.004435], [-1.360232, 4.653046, 0.389784], [-1.836733, 2.762342, 0.339763], [-0.713287, 4.841600, -0.456620], [-2.284638, 5.212482, 0.342888], [-0.118169, 1.245154, 3.227931], [-2.954029, -2.238345, 1.254628], [-2.712790, -0.437048, 0.935812], [-3.592340, 0.243387, 2.410822], [-4.422690, 1.359847, 2.417680], [-4.927547, 1.867212, 3.606111], [-4.610481, 1.276136, 4.817311], [-3.769166, 0.174915, 4.828569], [-3.251805, -0.318369, 3.643959], [-3.843223, -0.246742, -0.514442], [-3.996991, -1.342286, -1.368511], [-4.775640, -1.267295, -2.511980], [-5.422527, -0.086198, -2.840146], [-5.264037, 1.017684, -2.019685], [-4.471522, 0.942660, -0.883771], [-2.381693, -2.839311, 0.549380], [-4.014615, -2.474881, 1.178629], [-2.597634, -2.484268, 2.250876], [-4.695861, 1.860968, 1.504346], [-5.562484, 2.744038, 3.580430], [-5.001684, 1.677861, 5.742821], [-3.482313, -0.284508, 5.765634], [-2.537465, -1.126909, 3.702669], [-3.502970, -2.274425, -1.144810], [-4.880270, -2.137834, -3.149105], [-6.039715, -0.024713, -3.727483], [-5.757431, 1.951186, -2.259176], [-4.348505, 1.839304, -0.299636]], "forces_ev_per_angstrom": [[0.352, -0.250, -0.256], [-0.111, 0.030, 0.074], [0.177, -0.049, -0.186], [-0.013, 0.114, 0.114], [-0.090, -0.021, -0.009], [0.144, -0.100, -0.192], [-0.076, 0.027, 0.102], [0.006, -0.131, -0.073], [-0.026, 0.099, -0.038], [0.103, -0.099, 0.053], [-0.021, -0.013, -0.176], [-0.151, -0.002, 0.094], [0.117, 0.025, -0.058], [-0.015, -0.003, 0.163], [-0.130, -0.071, -0.157], [0.101, 0.088, -0.015], [0.032, -0.120, -0.021], [0.236, 0.041, 0.106], [-0.096, -0.114, -0.070], [0.026, 0.061, -0.026], [-0.071, -0.071, 0.001], [0.199, 0.336, 0.097], [-0.094, -0.057, -0.075], [0.090, 0.041, 0.117], [0.002, -0.076, -0.055], [0.019, 0.217, -0.178], [-0.107, 0.085, 0.101], [0.073, 0.012, 0.023], [-0.155, 0.038, 0.111], [0.126, -0.013, -0.068], [0.178, 0.029, -0.131], [-0.108, 0.006, 0.043], [-0.014, 0.094, 0.072], [-0.023, -0.021, 0.041], [0.178, -0.143, -0.064], [-0.112, 0.035, 0.036], [0.221, -0.017, -0.059], [-0.135, 0.011, 0.020], [-0.049, -0.104, 0.060], [0.181, -0.118, -0.086], [-0.108, 0.028, 0.083], [0.020, -0.009, -0.026], [0.025, -0.014, -0.002], [0.030, -0.015, -0.018], [-0.036, 0.041, 0.084], [-0.051, -0.036, 0.018], [-0.025, -0.021, 0.085], [-0.038, 0.053, 0.037], [0.017, 0.013, 0.004], [0.027, -0.001, -0.034], [0.017, -0.003, -0.026], [-0.043, 0.000, 0.058], [0.030, 0.025, -0.036], [0.061, -0.030, -0.034], [-0.022, -0.001, 0.004], [-0.031, -0.004, 0.025], [-0.026, -0.001, -0.005], [-0.027, 0.013, 0.036], [-0.031, 0.009, 0.017], [-0.013, -0.004, -0.015], [0.075, -0.046, -0.017], [0.019, 0.015, -0.092], [-0.028, -0.024, -0.018], [-0.059, 0.006, 0.024], [-0.004, 0.031, 0.029], [-0.058, -0.033, -0.005], [-0.033, -0.016, 0.073], [0.019, -0.014, -0.005], [0.053, 0.000, -0.014], [0.023, 0.005, 0.000], [-0.028, 0.044, 0.032], [-0.078, 0.019, -0.029], [0.022, 0.004, -0.019], [0.038, 0.000, 0.009], [0.021, 0.012, -0.023], [-0.058, 0.050, 0.008], [-0.072, -0.031, 0.017], [0.014, -0.013, -0.029], [0.030, -0.021, -0.004], [0.019, 0.004, 0.015], [-0.035, 0.039, 0.064], [-0.058, 0.066, -0.017], [0.026, 0.001, -0.007], [0.034, -0.020, -0.053], [0.019, 0.000, -0.030], [0.086, 0.043, -0.005], [-0.028, -0.315, 0.132], [-0.195, 0.645, -0.116], [0.041, -0.040, -0.001], [-0.036, -0.062, -0.072], [-0.071, -0.015, 0.488], [0.193, 0.094, -0.045], [-0.714, -0.184, 0.086], [0.219, 0.012, -0.009], [-0.083, -0.069, -0.056], [-0.027, 0.079, 0.037], [-0.004, -0.038, -0.039], [0.008, 0.036, 0.053], [-0.047, -0.028, -0.008], [0.080, -0.045, -0.071], [-0.106, -0.004, 0.087], [-0.022, 0.019, -0.051], [-0.019, -0.002, -0.025], [0.014, 0.026, -0.009], [0.019, 0.043, 0.051], [-0.004, 0.026, -0.032], [-0.005, -0.031, 0.056], [0.039, 0.000, -0.007], [-0.005, -0.031, 0.002], [-0.019, -0.022, -0.012], [-0.002, 0.000, 0.000], [0.004, 0.003, -0.005], [-0.016, -0.014, -0.009], [-0.006, -0.022, 0.020], [0.012, -0.008, 0.018], [0.005, -0.009, 0.004], [0.020, 0.002, -0.018], [0.026, -0.007, -0.040]], "lowdin_charge": [1.174, -0.078, -0.187, -0.123, -0.129, -0.181, -0.083, -0.291, 0.014, -0.262, -0.126, -0.183, -0.077, -0.140, -0.252, -0.004, -0.286, -0.017, -0.234, 0.041, -0.254, -0.014, -0.255, 0.060, -0.242, -0.039, -0.147, -0.137, -0.180, -0.073, -0.191, -0.082, -0.122, -0.130, -0.187, -0.078, -0.184, -0.077, -0.018, -0.203, -0.082, 0.071, 0.073, 0.059, 0.102, 0.110, 0.110, 0.107, 0.070, 0.072, 0.061, 0.104, 0.111, 0.103, 0.065, 0.072, 0.053, 0.105, 0.107, 0.105, 0.105, 0.108, 0.045, 0.074, 0.075, 0.109, 0.103, 0.068, 0.071, 0.074, 0.105, 0.104, 0.063, 0.072, 0.070, 0.095, 0.106, 0.070, 0.072, 0.063, 0.096, 0.107, 0.073, 0.071, 0.072, 0.613, -0.970, 0.680, -0.020, 0.000, 0.140, -0.231, 0.923, -0.397, -0.110, -0.080, -0.083, -0.087, -0.186, -0.338, -0.119, -0.086, -0.088, -0.075, -0.128, 0.018, 0.065, 0.035, 0.064, 0.103, 0.102, 0.106, 0.074, 0.064, 0.102, 0.104, 0.105, 0.027], "max_force_ev_per_a": 0.74, "de_lowest_kcal_mol": 0.0, "total_charge": 0, "homo_lumo_gap_ev": [5.757, 5.753], "multiplicity": 2, "e_tot_ha": -9105.70381, "homo_energy_ha": [-0.2421, -0.2420]}


> Number 2 is which compound?

C10H16S